{"formula": "C5H7O2S", "method": "wB97M-V/def2-TZVPD", "homo_energy_ev": [-3.17, -3.17], "e_tot_ha": -743.29094, "molar_mass_g_mol": 131.2, "gap_ha": [0.2507, 0.2509], "charge": -1, "multiplicity": 1, "de_lowest_kcal_mol": 81.76, "species": ["C", "C", "C", "C", "C", "O", "O", "S", "H", "H", "H", "H", "H", "H", "H"], "coordinates": [[0.6329, 0.7505, 0.2340], [-0.8189, -0.8581, -0.7448], [0.1048, -0.5283, 0.1351], [1.8257, 1.0695, 0.8290], [0.3799, -1.4913, 1.3239], [-3.2228, 0.6819, -2.9407], [-1.8188, 2.4246, -1.8181], [-1.8332, 1.1568, -2.6199], [0.3223, 1.5160, -0.5130], [-1.0706, -2.0020, -0.8287], [2.3469, 0.4355, 1.4779], [2.2263, 2.1366, 0.6804], [1.2056, -1.4120, 1.9900], [0.2709, -2.4672, 0.9022], [-0.5512, -1.4124, 1.8925]], "forces_ev_per_a": [[3.4572, 3.2955, -1.0337], [-1.2459, -1.0922, -2.5354], [-0.6758, -2.1267, 2.1559], [-1.6485, 2.6158, -1.1781], [-1.9016, 0.1000, -1.0160], [2.5036, 0.7049, 0.5354], [0.1280, -2.1359, -1.2663], [-2.2455, 0.5895, 1.3933], [-0.4040, -0.6283, 0.7744], [0.1516, 1.8677, 0.3691], [0.7198, -0.8677, 0.8445], [-0.5212, -1.7986, 0.3192], [0.9060, 0.2956, 0.2052], [0.5178, -0.9644, -0.1109], [0.2584, 0.1447, 0.5434]]}

{"formula": "C5H7O2S3", "method": "wB97M-V/def2-TZVPD", "homo_energy_ev": -4.05, "e_tot_ha": -1539.77107, "molar_mass_g_mol": 195.3, "gap_ha": 0.2599, "charge": -1, "multiplicity": 1, "de_lowest_kcal_mol": 0.00, "species": ["C", "C", "C", "C", "C", "O", "O", "S", "S", "S", "H", "H", "H", "H", "H", "H", "H"], "coordinates": [[2.3641, 0.0662, 1.0420], [-1.8779, 0.7037, -1.1781], [-2.2877, 0.2917, 0.2348], [0.1868, -0.6884, -0.0362], [1.8170, 0.3236, -0.2980], [2.6662, -1.2231, 1.2839], [0.5213, -1.8718, 0.1985], [2.4830, 1.3592, 2.1414], [-0.6653, -0.5236, -1.7517], [-0.8396, 0.0730, 1.2885], [-2.7786, 0.5294, -1.6817], [-1.6489, 1.7466, -1.3402], [-3.0047, 0.7870, 0.7687], [-2.6107, -0.7311, 0.1017], [1.5583, 1.3851, -0.5379], [2.2504, -0.4562, -0.9885], [1.8661, -1.7712, 0.7528]], "forces_ev_per_a": [[0.3967, 0.6755, 0.0410], [-0.0438, -0.1628, 0.7619], [2.7185, -2.2625, -1.0103], [1.3011, 1.3399, -1.0497], [-1.5984, -1.9413, 0.8902], [-1.2385, 0.8183, -0.5577], [0.9441, -1.7122, 0.1548], [0.2142, -1.2507, -0.3835], [-0.2143, 0.8874, 0.9424], [0.0909, 0.9908, -0.0651], [-1.3072, -0.2366, -1.4905], [0.6198, 0.2655, 0.2698], [-1.8598, 1.8700, 0.9483], [-0.6545, -0.3089, -0.0495], [0.5465, -1.3001, -0.0731], [-0.5058, 1.5380, 0.0516], [0.5904, 0.7899, 0.6195]]}

{"formula": "C5H7O3", "method": "wB97M-V/def2-TZVPD", "homo_energy_ev": -2.94, "e_tot_ha": -420.39171, "molar_mass_g_mol": 115.1, "gap_ha": 0.2464, "charge": -1, "multiplicity": 1, "de_lowest_kcal_mol": 69.01, "species": ["C", "C", "C", "C", "C", "O", "O", "O", "H", "H", "H", "H", "H", "H", "H"], "coordinates": [[2.4472, 1.0782, 0.2493], [0.9866, -0.5820, 0.4860], [-0.3414, -0.4262, 0.0071], [-0.6116, 0.7015, -0.9688], [-1.6515, -0.8922, 0.5542], [2.5342, 1.6142, 1.3178], [2.9010, 1.2823, -0.8319], [0.5197, -1.3995, -0.5453], [1.1925, -1.0752, 1.3905], [-1.4349, 0.4104, -1.4359], [0.2941, 0.8319, -1.7242], [-0.7580, 1.6337, -0.3737], [-2.3161, -0.1582, 1.0320], [-1.5432, -1.7177, 1.1772], [-2.2185, -1.3013, -0.3344]], "forces_ev_per_a": [[-1.3619, -0.9332, 0.6812], [3.0713, 3.0000, 0.1105], [-0.9310, 1.7360, -1.0576], [5.2606, 1.7719, 1.2439], [-1.0844, -0.2670, -1.5980], [-0.4056, -0.0559, 1.8101], [0.1376, -0.7474, -2.1358], [-0.3214, -1.5716, -0.9852], [0.1335, -0.7817, 1.3737], [-3.7690, -0.6253, -2.5711], [-1.8875, -0.1926, 1.7464], [0.0082, -0.4435, -0.6773], [0.5695, 0.1076, -0.1340], [0.3034, -1.4389, 1.4570], [0.2768, 0.4416, 0.7362]]}

{"formula": "C5H7O3", "method": "wB97M-V/def2-TZVPD", "homo_energy_ev": [-14.21, -14.21], "e_tot_ha": -420.00878, "molar_mass_g_mol": 115.1, "gap_ha": [0.3164, 0.3164], "charge": 1, "multiplicity": 1, "de_lowest_kcal_mol": 51.79, "species": ["C", "C", "C", "C", "C", "O", "O", "O", "H", "H", "H", "H", "H", "H", "H"], "coordinates": [[-0.3745, -2.3255, 0.4306], [-2.8678, 0.5544, -0.2979], [0.5949, -0.0717, 0.1986], [0.4292, 0.6196, -1.2140], [1.4602, 0.4526, 1.2347], [-3.5834, 1.1787, -0.9263], [-2.2037, -0.1074, 0.3737], [0.2120, -1.2719, 0.2467], [0.0351, -3.2191, 0.0036], [0.0731, -0.1485, -1.8081], [1.3756, 0.9854, -1.6436], [-0.2989, 1.4966, -1.2378], [2.3791, -0.1672, 1.4780], [0.9247, 0.5925, 2.0953], [1.8444, 1.4315, 1.0664]], "forces_ev_per_a": [[-2.6299, -0.8157, 1.1185], [-0.5931, -0.2668, 0.4176], [0.9460, 1.6660, -3.0525], [-0.4056, 1.2236, 2.3018], [2.4457, -0.8284, -0.3154], [-0.6975, 0.9855, -1.0410], [1.0874, -0.5481, 0.6159], [1.5194, 0.7866, -0.4369], [1.1155, -0.3916, -0.4306], [-0.9028, -1.2608, -1.5934], [-0.1055, -0.2248, 0.6834], [0.9013, -1.1552, 0.3907], [-1.2492, 0.2444, -0.3599], [-1.5426, -0.1433, 2.6566], [0.1108, 0.7286, -0.9548]]}

{"formula": "C5H7O4Sm", "method": "wB97M-V/def2-TZVPD", "homo_energy_ev": [-16.37, -17.02], "e_tot_ha": -1152.89359, "molar_mass_g_mol": 281.5, "gap_ha": [0.3083, 0.2719], "charge": 2, "multiplicity": 8, "de_lowest_kcal_mol": 0.00, "species": ["H", "Sm", "O", "O", "C", "C", "O", "C", "H", "H", "H", "H", "H", "O", "C", "C", "H"], "coordinates": [[3.0314, -1.0839, -0.6974], [3.8550, 1.7311, 0.8800], [2.9884, -0.5749, 1.1284], [1.1627, -1.4092, 0.0433], [-0.0399, -0.8021, 0.5056], [-0.4094, 0.3402, -0.4411], [1.9867, 0.6767, -0.4307], [2.2379, -0.5645, 0.0226], [-0.7907, -1.5983, 0.4963], [0.1278, -0.4356, 1.5283], [-0.3214, 1.3186, 0.0433], [-0.1423, 0.1109, -1.4794], [-2.4210, 1.0124, -1.5281], [-3.6044, 0.9777, 1.2819], [-2.1893, 0.3147, -0.7089], [-2.9850, 0.6814, 0.3884], [-2.4866, -0.6954, -1.0326]], "forces_ev_per_a": [[-0.3483, 0.0117, 0.4500], [-0.9168, -0.9049, -0.6500], [0.9836, -0.2382, 0.4783], [-0.2383, -0.6313, -0.1568], [0.4398, 0.1536, -0.3356], [-3.5640, -0.2630, 0.4659], [1.2026, 0.5023, 0.3445], [-0.1376, 1.0561, -0.1901], [0.2729, 0.0998, 0.1114], [-0.2576, -0.0986, -0.0947], [0.5758, -0.1980, -1.0317], [0.3310, 0.7636, 0.5085], [0.0900, -0.0108, 0.2161], [0.7848, -0.3059, -0.9966], [1.4285, -0.3136, -0.3266], [-0.6590, 0.2030, 1.0082], [0.0127, 0.1743, 0.1992]]}

{"formula": "C5H7OP", "method": "wB97M-V/def2-TZVPD", "homo_energy_ev": [-8.13, -8.22], "e_tot_ha": -611.17696, "molar_mass_g_mol": 114.1, "gap_ha": [0.3011, 0.2736], "charge": 0, "multiplicity": 1, "de_lowest_kcal_mol": 68.73, "species": ["C", "C", "C", "C", "C", "O", "P", "H", "H", "H", "H", "H", "H", "H"], "coordinates": [[-0.2214, -0.6472, 0.0582], [0.9268, -1.2311, -0.1441], [-0.2697, 0.8780, 0.0962], [1.0750, 1.4140, -0.3745], [-1.5037, -1.3893, 0.3035], [2.1846, -0.9720, -0.4441], [2.4932, 0.4419, 0.3989], [-1.0778, 1.2512, -0.5391], [-0.4802, 1.1942, 1.1244], [1.1658, 1.3106, -1.4633], [1.1988, 2.4662, -0.1152], [-1.4213, -2.4152, -0.0458], [-2.3218, -0.9003, -0.2210], [-1.7482, -1.4011, 1.3660]], "forces_ev_per_a": [[-0.4944, 0.9350, 0.0996], [-0.5949, -1.7710, -0.4397], [0.1449, -0.3044, 0.0150], [0.4970, -0.0215, 0.2839], [0.2388, -0.1325, 0.0584], [0.4335, 0.1336, 0.0477], [-0.0267, 1.1191, -0.1805], [-0.0283, -0.0151, 0.0192], [-0.0425, 0.0339, -0.0587], [0.0403, 0.0365, 0.1471], [0.0766, 0.0397, -0.0278], [-0.0813, -0.0618, 0.0443], [-0.0885, 0.0038, -0.0704], [-0.0745, 0.0047, 0.0620]]}

{"formula": "C5H7OP", "method": "wB97M-V/def2-TZVPD", "homo_energy_ev": [-5.09, -9.32], "e_tot_ha": -611.10104, "molar_mass_g_mol": 114.1, "gap_ha": [0.2236, 0.2655], "charge": 0, "multiplicity": 3, "de_lowest_kcal_mol": 61.07, "species": ["C", "C", "C", "C", "C", "O", "P", "H", "H", "H", "H", "H", "H", "H"], "coordinates": [[-0.8476, 0.0240, -1.4432], [-0.9773, 0.1064, -0.1164], [0.5469, -0.1552, -2.0043], [0.2615, 0.1617, 0.7053], [0.0858, -0.0279, 2.1286], [1.4289, 1.0317, 0.2345], [1.5955, -0.4871, -0.3565], [-1.6142, -0.0735, -2.1207], [-1.8572, 0.0203, 0.3610], [0.6691, -0.9627, -2.7125], [0.9642, 0.7086, -2.4232], [-0.5462, -1.0007, 2.3194], [-0.6341, 0.5844, 2.6463], [0.9246, 0.0701, 2.7819]], "forces_ev_per_a": [[3.2748, -0.4092, -6.2324], [4.3644, 1.6937, 6.2094], [-0.3459, -1.3783, 2.6111], [-3.0429, 0.7515, -2.1174], [-2.1095, -2.2759, 2.2953], [-0.9688, -0.0480, 0.5047], [0.4066, -0.6211, -2.0373], [-1.8900, -0.3436, -1.1616], [-2.8456, -0.4918, 1.7592], [-0.1783, -0.3185, -0.3290], [0.7931, 1.5349, -0.5276], [1.9479, 1.0869, -0.4156], [-0.3655, 1.3430, -0.5579], [0.9596, -0.5237, -0.0008]]}

{"formula": "C5H7P", "method": "wB97M-V/def2-TZVPD", "homo_energy_ev": -8.79, "e_tot_ha": -535.98042, "molar_mass_g_mol": 98.1, "gap_ha": 0.3353, "charge": 0, "multiplicity": 1, "de_lowest_kcal_mol": 21.40, "species": ["C", "C", "C", "C", "C", "P", "H", "H", "H", "H", "H", "H", "H"], "coordinates": [[0.7019, -1.2154, -0.1446], [2.0110, -1.2575, 0.1001], [1.5558, 1.2354, -0.2101], [0.0528, 0.0693, -0.4588], [-1.1256, 0.5178, 0.3702], [2.9031, 0.3268, 0.1044], [0.0894, -2.1089, -0.1465], [2.5469, -2.1800, 0.2834], [1.4119, 2.2887, -0.3229], [-0.1307, 0.1613, -1.5244], [-1.5726, 1.4169, -0.0511], [-0.8201, 0.7291, 1.3921], [-1.8874, -0.2632, 0.3950]], "forces_ev_per_a": [[-0.0263, -0.1399, 0.0298], [0.0799, -0.0698, -0.0070], [-2.8621, -2.9794, -0.5112], [3.3173, 2.7746, 0.6534], [0.0167, -0.0764, 0.0256], [-0.2542, 0.3578, -0.0144], [-0.0256, -0.1438, 0.0007], [-0.0759, -0.0806, 0.0356], [0.0049, 0.3978, -0.0818], [-0.0555, -0.0013, -0.2433], [-0.0048, 0.0069, 0.0266], [-0.0208, -0.0390, 0.0859], [-0.0938, -0.0069, 0.0001]]}

{"formula": "C5H7P", "method": "wB97M-V/def2-TZVPD", "homo_energy_ev": [-9.35, -9.34], "e_tot_ha": -535.83442, "molar_mass_g_mol": 98.1, "gap_ha": [0.2987, 0.2987], "charge": 0, "multiplicity": 1, "de_lowest_kcal_mol": 113.01, "species": ["C", "C", "C", "C", "C", "P", "H", "H", "H", "H", "H", "H", "H"], "coordinates": [[-4.1051, -0.3244, -0.6454], [-3.2165, -0.5007, 0.1650], [0.1105, -0.4556, 0.7687], [1.5365, -0.2203, 1.1155], [0.0015, 0.3092, -0.5603], [-1.0408, -1.0748, 1.7107], [-5.1142, -0.0376, -0.7291], [1.5864, 0.7583, 1.4192], [1.8446, -0.8130, 1.9501], [2.3234, -0.2939, 0.3067], [-0.8767, -0.0722, -1.1167], [0.8349, 0.0083, -1.1836], [-0.0690, 1.3691, -0.3958]], "forces_ev_per_a": [[0.0917, 0.1027, 1.1796], [3.0148, -0.8309, 1.3775], [1.1813, 1.9932, -2.6457], [1.3946, -2.4439, 0.1662], [-2.0027, -2.1736, -0.7150], [-2.9500, -0.0784, -0.9608], [-0.6714, 0.1093, -0.8850], [0.1744, 2.5954, 0.8380], [0.5232, -0.4241, 0.6156], [-1.3130, -0.3785, 0.5940], [0.0964, 0.6978, 0.3818], [0.3713, 0.4226, 0.0309], [0.0895, 0.4084, 0.0229]]}

{"formula": "C5H7P", "method": "wB97M-V/def2-TZVPD", "homo_energy_ev": [-8.03, -8.30], "e_tot_ha": -535.84839, "molar_mass_g_mol": 98.1, "gap_ha": [0.2629, 0.3111], "charge": 0, "multiplicity": 1, "de_lowest_kcal_mol": 104.25, "species": ["C", "C", "C", "C", "C", "P", "H", "H", "H", "H", "H", "H", "H"], "coordinates": [[-0.3044, -1.8517, -0.0606], [-0.1805, 0.7010, -0.3154], [0.0057, 1.8126, -0.9809], [-0.9715, -0.5084, -0.2010], [0.7066, -0.6517, 2.0229], [0.8058, -2.1585, 1.2495], [-0.3118, -2.5682, -0.9141], [0.6108, 2.7139, -0.5647], [-0.4725, 2.0536, -1.8868], [-1.6761, -0.5881, -1.0160], [-1.5635, -0.1640, 0.6622], [1.3820, -0.4318, 2.7940], [-0.1417, -0.1358, 2.1068]], "forces_ev_per_a": [[0.9963, -0.2346, 0.4046], [1.5442, 1.0676, -0.4411], [1.2445, 1.1462, 2.0635], [-0.6824, -0.3295, 0.1115], [2.0064, -1.9210, -0.1066], [-0.4015, -0.1660, -1.3972], [-0.3192, 0.6886, 0.8036], [-0.8276, -1.8702, -0.5750], [-0.7042, 0.0408, -1.2911], [-0.4099, 0.1729, -0.5567], [-0.3607, -1.0459, 0.1404], [1.1403, 0.2864, 0.8659], [-3.2262, 2.1646, -0.0219]]}

{"formula": "C5H7PS", "method": "wB97M-V/def2-TZVPD", "homo_energy_ev": -8.59, "e_tot_ha": -934.20184, "molar_mass_g_mol": 130.2, "gap_ha": 0.3161, "charge": 0, "smiles": "CC1=C[P@@H](=S)C=C1", "multiplicity": 1, "de_lowest_kcal_mol": 23.45, "species": ["C", "C", "C", "P", "S", "C", "C", "H", "H", "H", "H", "H", "H", "H"], "coordinates": [[-0.1707, 0.3427, -2.1084], [0.1018, 0.1602, -0.6407], [-0.1708, 1.1219, 0.2578], [-0.0740, 0.4953, 1.9565], [-1.6215, 0.4831, 3.1066], [0.3266, -1.2480, 1.2835], [0.4988, -1.1275, -0.0385], [0.8708, 0.2748, -2.7371], [-0.5906, 1.3770, -2.3979], [-0.7416, -0.4814, -2.3354], [-0.6905, 2.0922, -0.0899], [1.1284, 0.7654, 2.5472], [0.4208, -2.1585, 1.8737], [0.7125, -2.0972, -0.6773]], "forces_ev_per_a": [[3.8996, 2.5911, -0.7226], [0.0269, 1.2143, 0.2637], [-0.9441, 1.6518, -0.4316], [-0.9195, -2.7306, -1.2995], [-0.1512, 0.4995, 0.1610], [0.2639, 1.6472, -0.0251], [-0.1744, -3.0178, -0.9352], [-2.4356, -0.0717, 1.4908], [0.3188, -1.8957, 0.7010], [-1.6402, -1.5982, -1.3662], [1.1520, -1.5861, 0.9848], [0.8238, 0.6590, 0.2225], [0.1155, 0.3762, -0.1076], [-0.3355, 2.2610, 1.0639]]}

{"formula": "C5H7PS", "method": "wB97M-V/def2-TZVPD", "homo_energy_ev": [-8.97, -7.60], "e_tot_ha": -934.03392, "molar_mass_g_mol": 130.2, "gap_ha": [0.3187, 0.2734], "charge": 0, "multiplicity": 1, "de_lowest_kcal_mol": 128.83, "species": ["C", "C", "C", "C", "C", "P", "S", "H", "H", "H", "H", "H", "H", "H"], "coordinates": [[0.3630, -1.4936, 0.5298], [-0.0975, -1.5731, -0.8276], [1.1210, -0.3864, 0.7388], [0.1744, -0.5172, -1.6983], [-0.0172, 1.8905, -0.1641], [1.2007, 0.6477, -0.6866], [0.4301, 3.0506, 0.9629], [-0.1141, -2.2676, 1.2583], [-0.8506, -2.3095, -1.2393], [1.7454, -0.2710, 1.6297], [0.1366, -0.5214, -2.8417], [-1.8001, 0.5403, 0.5600], [-0.3743, 2.3384, -1.0639], [1.2071, 2.3756, 1.9120]], "forces_ev_per_a": [[-1.1481, -0.5891, 1.0123], [-2.0890, 0.8677, -3.6669], [0.2497, -1.7339, 1.3961], [1.0384, -0.9694, 1.1181], [0.2023, -1.8805, -0.3792], [0.0669, -0.3006, -1.2550], [0.6854, 1.0392, 1.8354], [1.7050, 1.4813, -1.0378], [1.3262, 0.2287, 0.8726], [-0.6399, 0.3869, -0.0900], [-0.5033, 0.0938, 2.0173], [0.7478, 0.6267, -0.3896], [-0.8220, 0.5587, -0.3147], [-0.8195, 0.1904, -1.1184]]}

{"formula": "C5H8", "method": "wB97M-V/def2-TZVPD", "homo_energy_ev": -8.32, "e_tot_ha": -195.19403, "molar_mass_g_mol": 68.1, "gap_ha": 0.3465, "charge": 0, "multiplicity": 1, "de_lowest_kcal_mol": 61.50, "species": ["C", "C", "C", "C", "C", "H", "H", "H", "H", "H", "H", "H", "H"], "coordinates": [[-0.2457, -0.7599, 0.8707], [-1.2771, -0.2053, -0.1308], [-0.5468, 0.9933, -0.7193], [0.7652, 0.9514, -0.4512], [1.1556, -0.2367, 0.2918], [-0.2750, -1.8377, 1.0216], [-0.4851, -0.3218, 1.8702], [-1.4765, -0.9687, -0.9010], [-2.2575, 0.0536, 0.2959], [-1.0485, 1.7387, -1.3267], [1.6486, 1.2952, -0.9926], [2.0601, -0.3989, -0.8098], [1.9827, -0.3031, 0.9812]], "forces_ev_per_a": [[0.5010, -0.3551, -0.5341], [0.1855, 0.0088, 0.0061], [0.1915, 0.2044, 0.0509], [-0.0170, 0.2460, -0.2407], [1.2279, -0.6030, -1.3910], [-0.1259, -0.0531, -0.2094], [0.9131, 0.0121, -0.6669], [0.0638, 0.3437, -0.0692], [0.3811, -0.1044, 0.1356], [0.1540, -0.1899, -0.1439], [-0.7967, 1.6598, 0.0465], [-2.5918, -1.9840, 2.4085], [-0.0866, 0.8148, 0.6077]]}